1.
The following is a DFT calculation (ωB97M-V/def2-TZVPD) of 8 unconnected molecules or ions with the total composition C7H30N14O8.

Geometry (Å):
1 C -4.53 -3.08 -3.81
2 O -3.37 -2.87 -4.01
3 N -4.95 -3.03 -2.59
4 N -5.33 -3.39 -4.73
5 H -4.20 -2.98 -1.92
6 H -5.91 -3.27 -2.37
7 H -4.88 -3.51 -5.63
8 H -6.30 -3.54 -4.52
9 C -0.19 -5.00 1.77
10 O -1.02 -4.14 1.49
11 N -0.39 -5.97 2.61
12 N 0.95 -5.26 1.18
13 H -1.22 -6.03 3.18
14 H 0.48 -6.38 2.93
15 H 1.48 -6.04 1.56
16 H 1.31 -4.62 0.48
17 C -4.04 5.13 -1.38
18 O -4.16 5.16 -0.12
19 N -4.34 6.05 -2.25
20 N -3.31 4.34 -2.04
21 H -4.83 6.89 -1.99
22 H -4.30 5.90 -3.25
23 H -2.81 3.70 -1.44
24 H -3.52 4.12 -3.01
25 C 3.25 -1.65 -4.13
26 O 2.89 -1.31 -3.01
27 N 2.47 -2.32 -4.98
28 N 4.23 -1.13 -4.74
29 H 2.78 -2.15 -5.93
30 H 1.54 -2.63 -4.76
31 H 4.37 -1.32 -5.73
32 H 4.89 -0.58 -4.20
33 C -5.36 0.10 4.10
34 O -5.73 1.02 4.74
35 N -6.09 -0.64 3.37
36 N -4.12 -0.29 4.09
37 H -7.09 -0.61 3.21
38 H -5.53 -1.46 3.20
39 H -3.62 0.19 4.82
40 H -3.81 -1.19 3.75
41 C 2.67 3.67 4.30
42 O 2.76 4.69 3.64
43 N 3.23 3.61 5.47
44 N 2.11 2.57 4.04
45 H 2.97 2.92 6.16
46 H 3.82 4.39 5.70
47 H 1.65 2.37 3.17
48 H 2.29 1.84 4.72
49 C 7.96 2.11 -0.57
50 O 7.99 2.21 -1.78
51 N 6.91 2.18 0.14
52 N 8.98 1.93 0.18
53 H 6.77 2.28 1.13
54 H 6.09 2.17 -0.46
55 H 9.88 1.94 -0.26
56 H 8.84 1.90 1.18
57 O -0.27 0.70 -0.10
58 H -0.88 -0.03 -0.09
59 H 0.53 0.35 -0.51

Calculated values
Spin multiplicity: 1
SMILES: NC(N)=O.NC(N)=O.NC(N)=O.NC(N)=O.NC(N)=O.NC(N)=O.NC(N)=O.O
ΔE to the lowest compared entry with this formula, charge and spin in kJ/mol: 732.91
E_HOMO in eV: -9.27
Gap between HOMO and LUMO in eV: 9.57

2.
The following is a DFT calculation (ωB97M-V/def2-TZVPD) of a molecular structure, C7H31BaN7O8.

Geometry (Å):
1 Ba 11.63 -3.11 -5.98
2 C 12.37 -5.92 -3.47
3 O 11.60 -5.13 -4.05
4 N 13.73 -5.84 -3.65
5 N 11.91 -6.93 -2.70
6 H 14.25 -6.39 -3.00
7 H 14.04 -4.91 -3.91
8 H 10.91 -6.94 -2.61
9 H 12.51 -7.50 -2.13
10 C 9.65 -3.43 -9.49
11 O 10.26 -3.33 -8.41
12 N 10.29 -3.71 -10.67
13 N 8.32 -3.21 -9.58
14 H 11.29 -3.70 -10.73
15 H 9.74 -3.61 -11.50
16 H 7.82 -3.27 -10.44
17 H 7.92 -3.02 -8.68
18 C 15.08 -2.38 -4.57
19 O 14.05 -3.06 -4.78
20 N 15.30 -1.87 -3.33
21 N 16.01 -2.12 -5.51
22 H 14.64 -2.10 -2.61
23 H 16.24 -1.67 -3.03
24 H 16.85 -1.67 -5.22
25 H 15.92 -2.64 -6.37
26 C 12.58 -7.51 -8.58
27 C 12.03 -6.19 -8.04
28 C 10.75 -6.52 -7.27
29 O 10.23 -5.42 -6.52
30 C 9.22 -5.86 -5.63
31 N 12.98 -5.54 -7.13
32 H 12.05 -7.97 -9.41
33 H 12.58 -8.28 -7.80
34 H 13.59 -7.40 -8.99
35 H 11.64 -5.60 -8.87
36 H 10.97 -7.28 -6.51
37 H 10.07 -6.95 -8.01
38 H 9.65 -6.60 -4.95
39 H 8.32 -6.28 -6.08
40 H 8.99 -5.02 -4.97
41 H 13.83 -5.30 -7.64
42 H 13.37 -6.28 -6.54
43 O 11.71 -1.74 -3.71
44 H 12.35 -1.05 -3.50
45 H 11.27 -1.94 -2.87
46 O 13.37 -2.62 -8.07
47 H 12.88 -2.72 -8.89
48 H 14.25 -2.30 -8.34
49 O 11.63 -0.52 -6.93
50 H 11.05 0.08 -6.45
51 H 11.92 -0.01 -7.71
52 O 9.12 -2.08 -5.39
53 H 8.28 -2.55 -5.49
54 H 9.03 -1.59 -4.56

Calculated values
Spin multiplicity: 1
Total charge: +2
E_HOMO in eV: -14.89
Gap between HOMO and LUMO in eV: 9.96

3.
The following is a DFT calculation (ωB97M-V/def2-TZVPD) of 9 unconnected molecules or ions with the total composition C7H31ClNO9.

Geometry (Å):
1 Cl 1.34 0.22 1.31
2 C -0.24 1.69 -3.54
3 O -0.90 0.74 -2.75
4 C -1.23 1.30 -1.49
5 C -2.20 0.43 -0.75
6 N -1.60 -0.86 -0.36
7 C -2.52 -1.67 0.42
8 C -3.75 -2.17 -0.33
9 O -3.42 -2.63 -1.60
10 C -4.55 -3.05 -2.30
11 H 0.14 1.21 -4.44
12 H 0.62 2.12 -3.02
13 H -0.89 2.53 -3.83
14 H -1.70 2.28 -1.63
15 H -0.31 1.46 -0.92
16 H -3.08 0.20 -1.37
17 H -2.58 0.95 0.14
18 H -0.86 -0.58 0.29
19 H -2.89 -1.10 1.30
20 H -1.98 -2.51 0.86
21 H -4.48 -1.34 -0.35
22 H -4.23 -2.95 0.28
23 H -5.22 -3.66 -1.68
24 H -4.23 -3.63 -3.16
25 H -5.16 -2.23 -2.70
26 C 2.23 0.45 4.81
27 O 3.33 0.43 3.93
28 H 2.53 0.80 5.80
29 H 1.41 1.07 4.44
30 H 1.84 -0.56 5.00
31 H 2.99 0.55 3.03
32 O 2.80 0.39 -1.92
33 H 2.09 0.47 -1.27
34 H 2.41 -0.13 -2.62
35 O 4.19 -1.66 1.26
36 H 3.40 -1.11 1.37
37 H 4.35 -1.64 0.32
38 O 4.82 1.23 0.04
39 H 5.27 1.58 0.82
40 H 3.88 1.30 0.26
41 O 2.25 3.18 0.43
42 H 1.76 3.86 0.90
43 H 1.85 2.34 0.74
44 O 1.32 -2.15 -1.14
45 H 2.23 -2.43 -1.25
46 H 1.38 -1.46 -0.46
47 O -0.74 2.62 2.29
48 H -1.44 2.26 2.84
49 H -0.21 1.85 2.03

Calculated values
Spin multiplicity: 1
Total charge: -1
ΔE to the lowest compared entry with this formula, charge and spin in kJ/mol: 11.49
E_HOMO in eV: -6.06
Gap between HOMO and LUMO in eV: 8.92

4.
The following is a DFT calculation (ωB97M-V/def2-TZVPD) of 9 unconnected molecules or ions with the total composition C7H31NO8.

Geometry (Å):
1 C 0.80 2.30 0.29
2 C 0.67 1.65 -1.12
3 C 1.94 0.95 -1.66
4 C 2.63 0.05 -0.57
5 N -0.08 -2.54 -0.61
6 C 1.01 -1.69 -0.96
7 C 1.81 -1.07 -0.02
8 C 2.03 -1.33 1.42
9 H 1.80 2.41 0.50
10 H 0.55 1.48 0.99
11 H 0.37 3.32 0.44
12 H -0.09 0.79 -1.07
13 H 0.25 2.34 -1.85
14 H 2.62 1.80 -2.02
15 H 1.64 0.44 -2.52
16 H 3.38 -0.57 -1.15
17 H 3.36 0.56 0.06
18 H -0.02 -3.53 -0.73
19 H -0.42 -2.41 0.30
20 H 1.22 -1.66 -2.04
21 H 2.09 -2.37 1.60
22 H 1.16 -1.08 2.11
23 H 2.94 -0.69 1.85
24 H 0.57 0.55 3.00
25 H 1.77 -0.08 3.62
26 O 0.89 0.21 3.87
27 H 0.21 -2.96 3.50
28 H 0.06 -1.62 4.10
29 O 0.07 -2.57 4.37
30 H -2.73 -1.33 -2.72
31 H -1.40 -1.73 -1.79
32 O -1.74 -1.11 -2.48
33 H -1.39 2.78 0.57
34 H -2.46 3.74 1.25
35 O -2.20 2.83 0.96
36 H -1.85 0.09 2.62
37 H -1.50 -0.17 1.06
38 O -1.15 -0.23 1.97
39 H -0.53 -1.52 -4.05
40 H 0.60 -0.90 -4.85
41 O 0.29 -1.66 -4.49
42 H -3.18 1.27 0.84
43 H -4.14 0.49 -0.07
44 O -3.36 0.44 0.48
45 H -2.88 1.92 -1.00
46 H -2.53 0.81 -2.13
47 O -3.09 1.61 -1.86

Calculated values
Spin multiplicity: 1
SMILES: CCCC/C(C)=C/N.O.O.O.O.O.O.O.O
ΔE to the lowest compared entry with this formula, charge and spin in kJ/mol: 339.45
E_HOMO in eV: -8.29
Gap between HOMO and LUMO in eV: 8.48

5.
The following is a DFT calculation (ωB97M-V/def2-TZVPD) of 10 unconnected molecules or ions with the total composition C7H31NO9.

Geometry (Å):
1 C 2.77 -1.29 0.33
2 C 2.67 -0.29 -0.71
3 C 1.28 0.37 -0.99
4 C -2.06 -1.13 -3.85
5 C -1.98 -1.05 -2.56
6 C -0.88 -0.32 -1.80
7 C 0.43 -0.56 -1.90
8 N 2.06 -1.00 1.63
9 H 2.29 -2.28 -0.01
10 H 3.72 -1.57 0.62
11 H 2.96 -0.60 -1.59
12 H 3.37 0.66 -0.52
13 H 1.00 0.70 0.03
14 H 1.36 1.36 -1.64
15 H -1.34 -0.62 -4.36
16 H -2.71 -1.72 -4.35
17 H -2.77 -1.37 -1.78
18 H -1.17 0.40 -1.06
19 H 1.00 -1.24 -2.57
20 H 1.12 -1.25 1.55
21 H 2.32 -1.43 2.47
22 H -0.34 2.75 -2.60
23 H -1.42 1.76 -2.28
24 O -1.25 2.65 -2.34
25 H -1.92 3.25 -0.81
26 H -2.27 4.62 -0.83
27 O -2.39 3.88 -0.26
28 H -2.07 0.58 2.03
29 H -2.14 0.01 3.46
30 O -2.30 -0.20 2.54
31 H -1.68 3.09 1.56
32 H -0.64 2.43 2.37
33 O -1.48 2.36 2.11
34 H 1.24 3.17 -4.37
35 H 1.88 4.01 -3.15
36 O 1.25 3.34 -3.43
37 H 1.00 0.69 2.98
38 H 1.73 1.14 1.86
39 O 1.21 1.50 2.61
40 H 0.94 -4.19 0.96
41 H -0.35 -3.69 1.57
42 O 0.22 -4.43 1.58
43 H 0.83 -2.60 3.20
44 H 1.49 -3.89 3.29
45 O 1.64 -3.01 3.42
46 H -1.01 -1.54 0.31
47 H -1.72 -2.02 1.74
48 O -0.97 -2.10 1.20

Calculated values
Spin multiplicity: 2
Total charge: -1
ΔE to the lowest compared entry with this formula, charge and spin in kJ/mol: 216.59
<S²>: 0.75
E_HOMO (spin up / spin down) in eV: 0.23 / -5.11
Gap between HOMO and LUMO (spin up / spin down) in eV: 2.62 / 7.96

6.
The following is a DFT calculation (ωB97M-V/def2-TZVPD) of a molecular structure, C7H32BMgN14O7.

Geometry (Å):
1 Mg 0.27 -1.73 -0.42
2 B -0.50 0.16 0.46
3 H -0.30 -0.60 1.28
4 H -1.16 1.04 0.78
5 H 0.55 0.52 0.16
6 H -1.01 -0.37 -0.39
7 C 1.85 -0.45 -2.97
8 O 1.48 -0.91 -1.88
9 N 2.57 -1.20 -3.85
10 N 1.48 0.77 -3.40
11 H 2.87 -2.10 -3.50
12 H 2.90 -0.87 -4.73
13 H 1.70 1.02 -4.34
14 H 1.24 1.45 -2.69
15 C -3.10 2.80 -1.42
16 O -3.68 3.78 -1.86
17 N -3.57 2.21 -0.28
18 N -1.87 2.32 -1.78
19 H -4.39 2.58 0.16
20 H -3.13 1.45 0.19
21 H -1.35 2.79 -2.50
22 H -1.42 1.61 -1.23
23 C 2.93 -1.26 1.24
24 O 1.82 -1.54 0.78
25 N 3.77 -2.23 1.67
26 N 3.44 -0.02 1.31
27 H 3.35 -3.14 1.72
28 H 4.56 -2.14 2.29
29 H 2.80 0.75 1.15
30 H 4.39 0.18 1.57
31 C 1.76 3.40 -0.48
32 O 1.83 2.71 -1.51
33 N 2.43 4.57 -0.36
34 N 1.01 3.07 0.59
35 H 2.91 4.80 -1.22
36 H 2.65 4.98 0.52
37 H 0.54 2.17 0.53
38 H 0.87 3.68 1.37
39 C -1.75 -1.92 -2.73
40 O -0.92 -2.26 -1.86
41 N -1.59 -2.20 -4.03
42 N -2.85 -1.21 -2.43
43 H -2.16 -1.71 -4.69
44 H -0.85 -2.76 -4.42
45 H -3.15 -0.98 -1.50
46 H -3.41 -0.91 -3.20
47 C -1.17 0.84 4.12
48 O -1.14 0.96 5.34
49 N -2.25 0.31 3.47
50 N -0.17 1.27 3.31
51 H -3.08 0.22 4.03
52 H -2.20 0.19 2.48
53 H 0.59 1.77 3.73
54 H -0.33 1.23 2.31
55 C -0.76 -3.46 1.92
56 O -0.72 -2.96 0.78
57 N -1.56 -3.04 2.90
58 N 0.11 -4.44 2.27
59 H -1.57 -3.24 3.88
60 H -2.22 -2.32 2.64
61 H -0.09 -4.94 3.12
62 H 0.79 -4.73 1.59

Calculated values
Spin multiplicity: 1
Total charge: +1
ΔE to the lowest compared entry with this formula, charge and spin in kJ/mol: 0.00
E_HOMO in eV: -11.54
Gap between HOMO and LUMO in eV: 9.24